Here is C30H34N2O6 as an isolated structure at a distorted geometry from OMol25. Energies are from ωB97M-V/def2-TZVPD.

Molecular weight   518.61 g mol⁻¹
HOMO   -7.9 eV
Energy relative to the best compared isomer or geometry (same formula, charge and spin)   2978.3 kJ/mol
E_LUMO   -1.7 eV

Geometry as XYZ:
```
72
C30H34N2O6 | OMol25 | ωB97M-V/def2-TZVPD
C 2.15404 -1.69383 -6.05510
H 1.11038 -2.18607 -5.68872
H 1.91923 -1.33208 -6.91729
H 2.27747 -0.94207 -5.37299
O 2.98590 -2.66666 -6.32906
C 3.59596 -3.33220 -5.20549
C 4.74147 -4.15200 -5.39754
C 5.01250 -5.15136 -4.20267
C 4.49386 -5.07787 -2.96473
C 3.42836 -4.04499 -2.76806
C 3.11389 -3.43212 -3.72378
O 1.97408 -2.70159 -3.41793
C 1.61282 -2.74265 -2.21542
C 2.71689 -3.74656 -1.56565
H 2.62821 -4.21585 -0.68641
C 0.75620 -2.06760 -1.51730
O -0.32609 -1.54236 -2.21063
C 0.68924 -1.98030 -0.05099
C 1.55370 -2.11895 1.07785
O 3.05288 -2.24063 0.87254
H 3.22382 -2.27786 1.72293
C 1.24383 -1.88876 2.28423
O 1.76340 -1.94009 3.40376
N -0.10494 -1.64235 2.11871
C -1.34661 -1.81318 3.31087
H -2.09707 -2.23228 3.10911
H -0.76427 -1.76926 3.97129
C -1.78108 -0.24392 3.52314
N -0.66479 0.91461 3.27350
C -1.28202 2.30116 3.21143
C -1.87226 2.67591 4.61737
O -0.99601 2.64214 5.51111
C -0.38813 1.42093 5.79634
C 0.12537 0.89768 4.33397
H 0.55515 -0.13471 4.52672
H 1.10569 1.42185 4.31706
H 0.22055 1.39613 6.52659
H -0.99334 0.91280 6.14416
H -2.11583 3.78661 4.44529
H -2.57777 2.10650 4.85292
H -2.01651 2.41555 2.44391
H -0.19517 2.88759 2.86841
H -2.33991 -0.17998 4.21510
H -2.49054 0.12468 2.41593
C -0.64162 -1.80332 0.68497
C -1.23911 -0.18477 0.31976
C -0.32029 0.92133 0.31554
C -0.77764 2.21190 -0.10374
C -2.02569 2.14063 -0.51566
C -2.68798 1.06576 -0.69700
C -2.43562 -0.15114 -0.18818
H -3.11954 -0.98773 -0.27008
H -3.96211 1.25319 -0.88095
C -2.35989 3.77654 -1.06861
C -1.41359 4.25339 -2.14163
H -1.53483 5.15710 -2.43970
H -0.46249 4.12204 -1.88901
H -1.36946 3.35436 -3.04744
C -2.23566 4.57967 0.21835
H -2.79692 4.56618 1.03058
H -2.68049 5.62838 -0.20502
H -1.22339 4.72994 0.56142
C -3.87458 3.66392 -1.56683
H -3.89120 4.69484 -2.03621
H -3.94061 3.12313 -2.52536
H -4.54365 3.48137 -0.86311
H 0.01017 2.95038 -0.08845
H 0.84364 0.70023 0.86588
H -1.35851 -2.38913 0.37276
H 5.21116 -5.32897 -2.01438
H 6.02425 -5.69302 -4.24051
H 5.10309 -4.25020 -6.19184
```


Here is C2H5FNO2S as an isolated structure at a distorted geometry from OMol25. Energies are from ωB97M-V/def2-TZVPD.

Molecular weight   126.13 g mol⁻¹
HOMO   -4.5 eV
Energy relative to the best compared isomer or geometry (same formula, charge and spin)   107.2 kJ/mol
E_LUMO   4.0 eV
Charge   -1

Geometry as XYZ:
```
12
C2H5FNO2S | OMol25 | ωB97M-V/def2-TZVPD
C -1.76178 0.37515 -0.10602
C -0.49065 -0.35538 0.36470
N 0.45285 0.65398 0.75150
O 0.83363 1.33659 -0.46430
O 1.87993 -0.95791 -0.98617
F 3.97359 -0.43901 0.44191
S 2.07105 0.15646 -0.04574
H -1.32339 0.95654 -0.93567
H -2.37405 -0.43556 -0.46654
H -2.26976 0.86924 0.62468
H -0.84500 -1.04768 1.12922
H -0.14641 -1.11242 -0.30757
```


Here is C50H51AsCsIN5O6PS2Se as an isolated structure at a distorted geometry from OMol25. Energies are from ωB97M-V/def2-TZVPD.

Molecular weight   1326.79 g mol⁻¹
HOMO   -1.9 eV
Energy relative to the best compared isomer or geometry (same formula, charge and spin)   139.0 kJ/mol
E_LUMO   3.0 eV
Charge   -2

Geometry as XYZ:
```
119
C50H51AsCsIN5O6PS2Se | OMol25 | ωB97M-V/def2-TZVPD
Cs 0.05863 -0.38457 0.47459
C -0.64506 3.75290 0.24200
C -0.10786 3.71077 -1.14984
N -0.46085 4.61902 -2.01655
C 0.09531 4.57116 -3.25762
C 1.04642 3.65161 -3.62015
C 1.63927 3.73141 -4.99856
O 2.99406 4.18838 -5.02451
C 1.47081 2.68109 -2.68464
C 2.57332 1.76403 -3.02906
N 3.51742 1.25946 -2.33203
C 3.69264 1.62564 -0.97517
C 3.82496 2.96341 -0.61676
C 4.06142 3.32822 0.69805
C 4.18129 2.35820 1.68279
C 4.08277 1.01764 1.33714
C 3.85890 0.66116 0.01692
I 3.72133 -1.35724 -0.46234
C 0.82032 2.61598 -1.43700
O 0.96951 1.69956 -0.58740
H -1.21413 4.66917 0.40101
H 0.17084 3.68676 0.96417
H -1.27575 2.88589 0.44709
H -0.22912 5.32261 -3.96658
H 1.07371 4.45079 -5.59229
H 1.57401 2.76221 -5.51213
H 3.48220 3.68653 -4.36100
H 2.61392 1.48156 -4.08526
H 3.70472 3.71914 -1.38181
H 4.13672 4.37676 0.95725
H 4.35078 2.63465 2.71544
H 4.16586 0.24464 2.08982
Se -3.89764 2.53434 -1.12263
N -3.70022 3.16781 -2.78028
C -2.78309 2.41612 -3.34690
C -2.30039 2.55678 -4.70505
C -1.37528 1.67964 -5.12311
C -0.87815 0.64119 -4.21606
N -1.26262 0.47260 -3.00550
C -2.23321 1.35788 -2.54756
N -2.70195 1.23526 -1.33099
H -2.68533 3.35293 -5.32757
H -0.95981 1.72534 -6.12147
H -0.12446 -0.04813 -4.58783
C 3.64539 -8.21014 -3.12172
C 2.93671 -6.88342 -3.08998
C 2.85517 -6.09020 -4.22614
C 2.18375 -4.87197 -4.21924
C 2.12346 -4.04971 -5.48014
C 1.60284 -4.44100 -3.02714
C 0.89143 -3.12009 -2.95602
O 0.03859 -2.77940 -3.73995
C 1.68298 -5.20968 -1.85729
C 1.07331 -4.74344 -0.56664
C 2.34295 -6.43098 -1.91908
H 4.08279 -8.40113 -4.10179
H 2.96116 -9.02995 -2.89471
H 4.44745 -8.24849 -2.38275
H 3.31963 -6.43000 -5.14595
H 2.65359 -4.55987 -6.28503
H 2.58494 -3.07088 -5.33923
H 1.09621 -3.87198 -5.78975
H 1.22831 -2.45608 -2.14460
H 1.68420 -3.98796 -0.06636
H 0.96029 -5.57053 0.13399
H 0.09448 -4.28377 -0.66920
H 2.38991 -7.03871 -1.02198
C -2.85744 -3.95802 -0.53173
As -2.67249 -2.02938 -0.83402
C -3.88054 -1.99963 -2.40097
C -3.96967 -1.49427 0.54001
H -3.89402 -4.26121 -0.69520
H -2.54142 -4.17785 0.48702
H -2.21155 -4.48951 -1.23252
H -4.89104 -2.29769 -2.11170
H -3.48442 -2.70991 -3.12954
H -3.91036 -1.01388 -2.86322
H -4.82548 -2.17271 0.52371
H -4.30585 -0.47094 0.36650
H -3.47473 -1.55562 1.50993
C 0.97007 -0.29113 7.57585
C 1.24852 -0.99482 6.41591
C 0.76993 -0.55337 5.18557
C 0.00586 0.60703 5.11658
C -0.27659 1.30730 6.29035
C 0.20010 0.86582 7.51385
P -0.58879 1.18267 3.46902
C -0.35281 2.99481 3.77797
C 0.95165 3.45628 3.58357
C 1.27224 4.79381 3.73357
C 0.28408 5.71520 4.06311
C -1.01604 5.27615 4.25075
C -1.32856 3.92701 4.11390
C -2.41009 1.01245 3.56649
C -3.01837 0.05675 4.37276
C -4.39049 -0.14060 4.31585
C -5.17701 0.61321 3.45689
C -4.57805 1.55964 2.63619
C -3.20384 1.74405 2.68220
H 1.34195 -0.64540 8.53043
H 1.82536 -1.90956 6.45200
H 0.96062 -1.14822 4.30066
H -0.87465 2.20982 6.24557
H -0.03025 1.42155 8.41499
H 1.72473 2.75689 3.28269
H 2.29116 5.12134 3.56620
H 0.52556 6.76669 4.15901
H -1.79873 5.98115 4.50445
H -2.34786 3.59934 4.27266
H -2.41274 -0.57611 5.00733
H -4.83808 -0.91336 4.92840
H -6.24610 0.44794 3.40686
H -5.18123 2.13991 1.94683
H -2.74239 2.47031 2.02215
O -0.98839 -1.38816 2.81499
S -0.43915 -2.72991 2.45697
O -0.34869 -2.78308 0.96988
O 0.91523 -2.87620 3.02657
S -1.70495 -4.13749 3.13278
```


Here is C6H7NO3 as an isolated structure at a distorted geometry from OMol25. Energies are from ωB97M-V/def2-TZVPD.

Molecular weight   141.13 g mol⁻¹
HOMO   -10.0 eV
Energy relative to the best compared isomer or geometry (same formula, charge and spin)   482.8 kJ/mol
E_LUMO   -0.7 eV

Geometry as XYZ:
```
17
C6H7NO3 | OMol25 | ωB97M-V/def2-TZVPD
O -0.53492 -0.64162 -3.06954
C -0.14057 0.05685 -2.16183
C 1.00416 -0.31760 -1.30143
C 1.84993 0.77569 -0.71477
C 1.00053 -0.03057 0.21104
C -0.17349 0.60032 0.87421
O -0.59692 1.70293 0.62757
C -0.87323 -0.28933 1.87575
N -1.17657 -0.21587 3.06515
H -0.61525 1.03916 -1.95454
H 1.49385 -1.24991 -1.58526
H 2.92583 0.61237 -0.68223
H 1.52680 1.80195 -0.89791
H 1.49185 -0.80858 0.79682
O -2.29011 -1.26103 1.42440
H -2.30107 -0.92675 2.88598
H -2.59082 -0.84802 0.60659
```


Here is the molecule C15H13ClN4O3S from OMol25. Energies are from ωB97M-V/def2-TZVPD.

Molecular weight   364.81 g mol⁻¹
HOMO   -8.7 eV
Structure (SMILES)   O=C(CSc1n[nH]c(=O)n1Cc1ccco1)Nc1ccccc1Cl
Energy relative to the best compared isomer or geometry (same formula, charge and spin)   46.0 kJ/mol
E_LUMO   0.5 eV

Geometry as XYZ:
```
37
C15H13ClN4O3S | OMol25 | ωB97M-V/def2-TZVPD
O -0.22882 -0.66570 -1.60150
C -0.51119 -1.21425 -0.56082
C 0.52368 -2.02233 0.20772
S 0.86679 -1.25858 1.84095
C 0.75466 0.43030 1.38536
N -0.36265 1.04297 1.16893
N -0.02107 2.31230 0.84137
C 1.33479 2.50682 0.85595
O 1.96726 3.50362 0.62239
N 1.83030 1.25883 1.23309
C 3.23116 0.94559 1.32971
C 3.64315 -0.04985 0.29123
C 3.20964 -0.26273 -0.98450
C 3.97007 -1.35411 -1.47704
C 4.80488 -1.71494 -0.46729
O 4.61188 -0.93346 0.61002
N -1.72001 -1.20167 0.04863
C -2.84634 -0.45528 -0.28535
C -2.96779 0.25248 -1.47721
C -4.11614 0.97370 -1.74930
C -5.16309 0.99896 -0.84464
C -5.06064 0.29834 0.34570
C -3.91239 -0.41954 0.61916
Cl -3.79404 -1.28812 2.11970
H 0.17277 -3.03057 0.42373
H 1.45294 -2.05917 -0.36145
H -0.73015 2.97697 0.58144
H 3.75759 1.89871 1.19435
H 3.46363 0.54502 2.32227
H 2.44250 0.27195 -1.50721
H 3.89621 -1.79763 -2.44833
H 5.55262 -2.47848 -0.38982
H -1.78295 -1.63030 0.96719
H -2.15122 0.23341 -2.17920
H -4.19109 1.51798 -2.67808
H -6.05923 1.56004 -1.05877
H -5.86771 0.30873 1.06161
```


Here is a 2-piece molecular cluster, C2H3BrOS overall at a distorted geometry from OMol25. Energies are from ωB97M-V/def2-TZVPD.

Molecular weight   155.02 g mol⁻¹
HOMO (spin up / spin down)   -8.2 / -8.2 eV
Energy relative to the best compared isomer or geometry (same formula, charge and spin)   470.1 kJ/mol
E_LUMO (spin up / spin down)   -1.8 / -1.8 eV

Geometry as XYZ:
```
8
C2H3BrOS | OMol25 | ωB97M-V/def2-TZVPD
C 2.98990 0.17706 -1.52531
C 0.39625 -0.69540 0.38241
O 1.40812 0.28156 0.38725
S 4.36933 -0.52395 -1.24407
Br 1.86166 0.66555 -2.79413
H -0.15257 -0.71897 1.37285
H 0.83106 -1.74339 0.26568
H -0.44483 -0.50153 -0.32138
```


Among the records above, which one has the lowest energy relative to the best compared isomer or geometry (same formula, charge and spin)?
C15H13ClN4O3S


The lowest molecular weight belongs to which entry?
C2H5FNO2S